[1]
Here is a cluster of 7 separate species, H14O6S in total at a distorted geometry from the Open Molecules 2025 dataset. Energies are from wB97M-V/def2-TZVPD.

Output
SMILES: O.O.O.O.O.O.S
Frontier orbital gap (Ha): 0.3814
Maximum force (eV/Å): 1.60
Molar mass (Da): 142.2
E (hartree): -857.995811
Relative energy (zero: lowest compared OMol25 entry of this formula, charge and spin) (kcal/mol): 27.1

Structure (XYZ):
```
21
Properties=species:S:1:pos:R:3:forces:R:3
S -3.58574 -4.62413 -3.00322 -0.01 -0.11 0.08
H -2.26797 -4.88743 -2.92751 -0.23 -0.09 0.11
H -3.93776 -5.51716 -2.05274 0.25 0.21 -0.20
H -1.75798 -0.67806 -2.18429 -1.20 0.52 0.61
H -1.02778 -1.70647 -2.96371 0.34 0.43 0.32
O -0.87918 -0.91282 -2.41792 1.00 -0.92 -0.84
H 1.24289 -0.02389 -1.49058 -0.45 -0.01 -0.54
H 1.95319 -0.10451 -0.20576 0.43 -0.79 1.08
O 1.83141 0.48215 -0.93015 -0.10 0.71 -0.41
H 0.49210 1.00423 2.81903 0.02 -0.15 0.16
H 0.56024 0.60375 1.37560 0.01 -0.09 -0.07
O 0.63033 0.22731 2.26290 -0.11 0.29 -0.26
H 0.08343 4.74590 1.32680 -0.04 0.25 0.31
H 1.13412 3.71147 1.48186 0.50 0.23 0.29
O 0.71603 4.42820 1.98424 -0.36 -0.41 -0.59
H -2.34021 -2.48534 1.59519 -0.36 -0.46 0.41
H -1.30246 -1.42641 1.36394 -0.06 0.01 -0.16
O -1.99798 -1.92402 0.91013 0.48 0.52 -0.22
H 3.31429 2.31723 0.68001 0.04 1.00 0.09
H 3.89251 3.48472 1.53487 -0.25 -0.12 -0.21
O 3.24652 3.28530 0.84130 0.09 -1.00 0.03
```
Positions in Å, forces in eV/Å.


[2]
Here is an isolated molecule of C20H27NO4 from the Open Molecules 2025 dataset. Energies are from wB97M-V/def2-TZVPD.

Output
SMILES: CCO[C@@H]1OC(C(=O)NC2CC2)=C[C@H](c2ccccc2)[C@H]1CCCO
Frontier orbital gap (Ha): 0.3527
Maximum force (eV/Å): 0.62
Molar mass (Da): 345.4
E (hartree): -1133.985793
Relative energy (zero: lowest compared OMol25 entry of this formula, charge and spin) (kcal/mol): 67.7

Structure (XYZ):
```
52
Properties=species:S:1:pos:R:3:forces:R:3
C -0.38085 -2.74358 2.53264 0.22 0.10 -0.38
C 0.76610 -2.46737 1.56517 -0.01 -0.05 0.33
H 1.26709 -1.52931 1.81992 0.01 -0.13 -0.01
H 1.49745 -3.27940 1.63617 -0.03 0.16 0.02
O 0.35605 -2.44991 0.19866 -0.02 0.05 -0.07
C 0.30207 -1.21716 -0.44040 -0.56 -0.07 -0.26
C -0.86851 -0.31580 -0.00886 0.17 -0.30 -0.04
C -2.21495 -1.04539 -0.09751 0.19 -0.03 -0.14
C -2.52986 -1.66691 -1.45959 -0.37 -0.05 0.23
C -3.99415 -2.10835 -1.55324 0.27 0.33 -0.36
O -4.30940 -3.19256 -0.71576 0.00 -0.31 0.41
H -4.11401 -2.94608 0.19461 -0.05 -0.04 -0.04
H -4.65052 -1.25178 -1.33386 0.07 -0.04 -0.10
H -4.21110 -2.45742 -2.56564 -0.01 0.11 0.06
H -1.89265 -2.53705 -1.62132 0.03 -0.03 -0.12
H -2.34886 -0.95076 -2.26185 0.04 0.03 -0.10
H -2.22094 -1.83878 0.65129 -0.05 0.04 0.07
H -2.99606 -0.32417 0.16225 -0.03 -0.06 0.05
H -0.69929 -0.03640 1.03829 0.04 0.04 -0.02
C -0.84404 0.97989 -0.84353 0.10 -0.15 0.18
C 0.55908 1.50036 -0.89671 0.22 -0.28 -0.01
C 1.61765 0.75152 -0.59272 -0.57 0.16 -0.12
O 1.55591 -0.57629 -0.25530 0.18 0.23 0.01
C 3.00047 1.31835 -0.61079 0.16 -0.09 0.05
O 3.21524 2.49749 -0.82036 -0.03 0.13 -0.04
N 3.96121 0.40279 -0.36998 -0.03 -0.46 0.08
C 5.34836 0.71667 -0.34503 0.20 0.19 -0.02
C 6.25425 -0.01484 0.59814 0.01 0.10 0.13
C 6.34019 -0.27129 -0.87986 0.03 0.05 -0.16
H 7.19466 0.10170 -1.42186 0.07 0.07 -0.03
H 5.96554 -1.21317 -1.25126 -0.11 -0.08 0.00
H 7.04966 0.53472 1.07611 0.07 0.08 0.01
H 5.82204 -0.78487 1.21933 -0.11 -0.07 0.01
H 5.50075 1.77352 -0.52039 0.11 -0.11 0.03
H 3.67978 -0.55493 -0.22023 -0.08 0.12 -0.03
H 0.72228 2.53049 -1.16740 0.17 0.11 -0.02
C -1.78151 2.00128 -0.24724 -0.04 0.00 -0.13
C -1.41923 2.69636 0.90026 -0.02 -0.01 -0.03
C -2.28499 3.61205 1.46986 0.01 0.02 0.09
C -3.52648 3.84215 0.90099 -0.08 0.06 0.02
C -3.89464 3.15566 -0.24286 -0.11 0.04 0.00
C -3.02618 2.24133 -0.81368 0.07 0.00 0.02
H -3.31834 1.71249 -1.71030 -0.01 -0.07 -0.11
H -4.85983 3.33326 -0.69426 -0.08 0.02 -0.03
H -4.20279 4.55697 1.34566 -0.05 0.06 0.03
H -1.98965 4.14915 2.35914 0.03 0.05 0.07
H -0.44730 2.52459 1.34043 0.12 -0.01 0.05
H -1.17544 0.76091 -1.86580 -0.03 0.02 0.07
H 0.19486 -1.46483 -1.50850 0.06 0.12 0.17
H -1.05311 -1.89284 2.61154 -0.09 0.06 0.02
H 0.02683 -2.95112 3.51875 0.02 -0.02 0.13
H -0.94282 -3.61130 2.19692 -0.09 -0.10 0.02
```
Positions in Å, forces in eV/Å.